[1]
DFT (ωB97M-V/def2-TZVPD) results for C51H50ClGe2N2O3PV as an isolated structure.

- 2S+1: 4
- LUMO level (alpha / beta): -1.21 / -1.10 eV
- Expectation value of S²: 3.7839

Each line ends with the Mulliken spin population.
Atoms and positions in Å:
1 H -1.010824 -1.929409 -4.167588  0.00
2 C 3.364169 1.893865 2.898320  0.00
3 H -3.264875 -1.753896 -1.173620  0.01
4 C -5.336521 2.175575 -2.859559  0.00
5 H -3.607913 -2.351598 4.315918  0.00
6 H -2.360201 3.325081 2.862337  0.00
7 C 1.160043 -3.488434 3.168431  0.00
8 C -0.320696 3.736421 -3.675818  0.00
9 H -2.518934 -3.850237 -4.185409  0.00
10 H -1.165798 -1.610111 4.108007  0.01
11 O -0.118533 -0.137703 -2.325908  0.07
12 H -4.212933 2.546461 -1.081599  0.00
13 H -4.024490 1.240266 -5.832386  0.00
14 C -0.183928 2.525560 -2.998214  0.02
15 C -1.473841 -3.549321 0.821783  -0.12
16 C -3.713615 -0.965646 -0.585581  0.04
17 H -4.650892 -7.164103 -0.674669  0.00
18 H -1.177933 4.369576 -3.480931  0.00
19 P -1.406417 2.039701 -1.710465  -0.01
20 C -0.277563 1.672041 2.296572  0.09
21 C 1.087515 -2.299142 2.210624  0.03
22 C -2.112871 -4.944835 -1.115516  -0.02
23 C 0.929078 1.727024 -3.258617  -0.01
24 C -1.859100 -1.604169 3.262679  0.06
25 C -3.241648 -5.559295 -0.560006  0.01
26 C -2.930223 1.997631 -2.712703  0.01
27 C -2.882718 -2.935276 -3.722948  0.00
28 C 0.636018 4.134800 -4.592776  0.00
29 H -0.686712 -5.050841 -2.707842  -0.01
30 C -5.286745 1.818301 -4.198666  0.00
31 H -2.540792 -3.620023 3.719098  0.00
32 Ge -0.649565 -2.281527 -1.661731  0.25
33 H -3.025001 6.615319 -0.257297  0.00
34 H 3.407050 0.102375 0.009812  0.00
35 C -2.535309 1.607820 1.598235  -0.02
36 C 1.615501 -3.500485 -3.205174  0.00
37 C -3.438299 0.800109 0.851352  0.06
38 H -6.372060 2.227295 1.837994  0.00
39 H 0.963057 -4.305933 -3.547805  0.00
40 H -2.308862 -0.606570 3.230412  -0.01
41 C -2.254541 5.855286 -0.212990  0.00
42 C -5.674826 0.131094 0.244478  0.03
43 C -2.961453 -2.641202 3.483204  0.00
44 C -0.117930 5.104898 0.581511  0.00
45 C 2.018325 2.042575 3.067555  0.01
46 H 2.635257 -3.890973 -3.184779  0.00
47 H -3.585099 -2.749078 2.592442  0.00
48 C -1.735175 -1.995349 -3.353299  -0.04
49 C 1.049381 0.377627 -2.598408  0.09
50 C -1.554479 -5.517560 -2.257653  0.01
51 C -0.291661 3.915061 -0.102869  0.01
52 Ge -0.767904 -1.865122 1.573714  0.02
53 V -0.861733 0.027806 -0.039113  2.26
54 H 1.892078 -2.182073 -1.533477  -0.01
55 H 0.482674 3.153456 -0.068581  -0.01
56 C 1.640974 0.776403 1.006911  0.02
57 H 2.769143 1.513557 -4.313827  0.00
58 H -2.129418 -0.989116 -3.208253  0.02
59 C 3.035037 0.640667 0.872436  0.00
60 H -1.803663 -4.333118 1.506309  0.00
61 H -3.483020 -3.224066 -2.856593  0.00
62 C -5.304133 2.063287 1.766873  0.01
63 H 1.283451 -3.783774 -1.076295  0.00
64 C -2.081251 -6.672188 -2.813442  0.00
65 C -1.104467 6.081895 0.525732  0.00
66 C -4.065481 1.530346 -4.790213  0.00
67 H 1.584167 -2.700530 -3.947109  0.00
68 H -1.623157 -7.106203 -3.693797  0.00
69 H 2.516260 3.673635 -5.524033  0.00
70 H 1.632174 2.598824 3.913325  0.00
71 C 1.113860 1.481293 2.137811  0.05
72 H -3.701864 -5.117540 0.315319  0.00
73 H -0.597249 2.223048 3.179430  -0.01
74 H -6.286442 2.386305 -2.383107  0.00
75 H -3.553844 -2.438926 -4.429589  0.00
76 H -4.783783 3.716609 2.996954  0.00
77 C -2.426454 4.661307 -0.903749  0.00
78 Cl 4.460078 2.609549 4.040303  0.00
79 H 4.952767 1.057449 1.699277  0.00
80 H -6.198510 1.769383 -4.780543  0.00
81 C -5.107643 -0.856011 -0.513312  -0.01
82 C 1.907731 2.148249 -4.151640  0.00
83 H 2.193833 -3.699344 3.453578  0.00
84 N -2.880673 -0.155003 0.045730  -0.07
85 O 0.824815 0.312974 0.125645  -0.08
86 C -3.035510 2.659280 2.342653  0.01
87 C -4.831218 0.998693 0.971207  -0.01
88 H -6.749479 0.254888 0.291344  0.00
89 H 0.746631 -4.386950 2.705651  0.00
90 C -2.894297 1.613825 -4.052767  0.00
91 H 0.596532 -3.290362 4.083261  0.00
92 N -1.201745 1.241661 1.463575  0.05
93 C -3.196103 -7.273429 -2.247824  0.00
94 C 1.221912 -2.987670 -1.822029  0.01
95 H -5.714868 -1.547841 -1.080241  0.00
96 H 1.509077 -1.409828 2.688184  0.00
97 H -3.613528 -8.172386 -2.682797  0.00
98 H 0.510916 5.067326 -5.129077  0.00
99 C -4.165583 2.260618 -2.122782  0.01
100 C 1.758811 3.348905 -4.822111  0.00
101 C -1.443838 3.678985 -0.859080  -0.01
102 C -1.552731 -3.730947 -0.492718  0.16
103 O 2.144583 -0.115593 -2.392722  0.00
104 H -0.971602 7.020516 1.048630  0.00
105 H 1.691827 -2.499987 1.320742  0.00
106 C -4.416631 2.881250 2.414846  0.00
107 C 3.883469 1.178238 1.804069  0.02
108 H -3.324435 4.516395 -1.488359  0.00
109 H 0.784269 5.271138 1.157359  0.00
110 C -3.774966 -6.707889 -1.120372  0.00
111 H -1.945660 1.378387 -4.519052  0.00

Forces on atoms 1 to 6 (eV/Å):
0.021 0.085 0.023
-0.132 0.068 0.115
0.008 0.041 -0.052
0.008 -0.009 0.019
-0.032 -0.048 -0.006
-0.014 0.045 -0.011



[2]
DFT (ωB97M-V/def2-TZVPD) results for C7H14PSTi as an isolated structure.

- 2S+1: 3
- LUMO level (alpha / beta): 2.28 / 2.18 eV
- Total charge: -1
- Expectation value of S²: 2.0148

Each line ends with the Mulliken spin population.
Atoms and positions in Å:
1 Ti 1.511354 0.459850 -0.220994  1.87
2 P 2.997095 -0.875970 1.196139  0.07
3 H 2.951076 2.839418 0.512909  0.02
4 H 2.708206 3.069306 -1.239899  0.01
5 C -1.100666 -2.141459 -0.056826  0.00
6 C -2.139579 -2.952504 -0.442125  0.01
7 H -1.083907 0.053723 0.630232  -0.05
8 C 2.646007 2.319891 -0.426587  -0.02
9 H -3.676689 -0.002749 -0.229830  0.00
10 H -1.401084 3.527775 -0.212399  0.00
11 S 0.126677 1.756735 0.826562  -0.04
12 C -1.654181 -0.821982 0.206067  0.04
13 H 3.313274 1.410263 -0.571856  -0.02
14 C -3.357083 -2.192124 -0.452035  0.00
15 C -3.032920 -0.862384 -0.149383  0.01
16 H -1.585231 1.898696 -0.936753  0.00
17 H -0.101155 2.941833 -1.316934  0.00
18 H 3.075276 -0.758147 2.641505  0.03
19 H -4.357497 -2.563903 -0.658789  0.00
20 C -0.832985 2.633559 -0.545131  0.04
21 H 2.726329 -2.281452 1.159690  0.03
22 H -2.091953 -4.014111 -0.707681  0.00
23 H -0.083159 -2.489761 0.049475  -0.01
24 H 4.442794 -0.954502 0.944642  0.02

Forces on atoms 1 to 6 (eV/Å):
0.422 0.803 -1.416
0.808 -0.666 0.910
-0.194 -0.654 -0.586
0.038 -0.710 0.073
-0.039 1.573 0.602
-1.953 -0.926 -0.511



[3]
DFT (ωB97M-V/def2-TZVPD) results for C26H28MoN6O9S as an isolated structure.

- LUMO level (alpha / beta): -0.85 / -0.85 eV

Each line ends with the Mulliken charge.
Atoms and positions in Å:
1 H -7.700158 -5.544888 -0.969404  0.40
2 C -1.889266 -0.385986 -4.176496  -1.16
3 C -0.064482 -2.224557 3.728517  -0.14
4 H -6.979124 -3.546698 -2.259682  0.46
5 H 3.170022 2.857109 -3.543146  0.27
6 H -2.642693 -6.177864 -0.388795  0.48
7 H -2.337804 -4.865254 -2.485847  0.45
8 N 0.046801 -0.975997 1.890842  0.35
9 C 0.080810 -1.581208 -2.714138  0.57
10 C 1.031399 -1.406167 3.858664  -0.23
11 H -1.430413 -2.372587 2.122497  0.02
12 C 1.179474 -2.250150 -1.920892  -1.33
13 H -2.667963 0.130813 -4.718703  0.54
14 C -3.399682 -0.948937 -0.357451  -0.55
15 C -2.374241 -4.351183 -1.522819  -0.37
16 N -2.929556 -2.208828 -0.502346  0.99
17 O -0.387570 1.664682 -0.540219  -0.44
18 O 3.664769 -0.434857 -0.806270  -0.66
19 H -7.181149 -5.697785 1.443157  0.40
20 N -4.604623 -0.626915 -0.936120  0.10
21 C 3.174811 0.334316 -1.623986  0.07
22 C 2.991456 1.781964 -3.530762  -0.49
23 S -2.574718 0.238400 0.457347  -0.16
24 H -5.238343 -1.890472 1.278969  0.46
25 H -0.467752 -2.990844 4.370741  0.51
26 C -7.149768 -4.751109 -0.481629  -0.64
27 N -0.604069 -0.563996 -2.175638  2.32
28 N -0.612477 -1.955559 2.528849  -0.36
29 O 0.602358 1.959174 -3.189309  -0.63
30 H -1.332740 -4.211592 -1.207802  -0.05
31 O 1.695299 0.895204 1.078015  -0.62
32 H -4.696775 0.344003 -1.195237  0.31
33 H 0.388941 -2.868652 -4.393642  0.51
34 O 1.315093 -1.643891 -0.644895  0.01
35 C 1.048993 -0.626397 2.682626  -0.11
36 C 1.670301 1.516431 -2.804331  -0.06
37 H -2.485583 -2.456208 -2.543515  -0.84
38 H 2.011870 -2.043321 -0.113073  0.24
39 C -6.859057 -4.834701 0.874871  -0.38
40 C -5.674523 -1.427593 -1.386207  0.15
41 H -1.411245 -1.788132 -5.737250  0.45
42 H -4.043096 -3.102444 -2.058667  0.65
43 C 4.009932 0.981966 -2.731182  -0.50
44 C -3.119503 -5.204332 -0.503389  -1.19
45 H 2.891455 1.442484 -4.562718  0.22
46 H 2.128615 -2.163637 -2.455610  0.41
47 H -2.018920 -2.282098 -0.068940  -0.14
48 C -1.566279 0.021572 -2.897006  -1.15
49 H 0.505525 -1.042249 6.132018  0.37
50 C 2.000643 -1.423016 4.998476  0.57
51 C -6.034204 -2.625044 -0.578250  0.42
52 C -1.189415 -1.442800 -4.736362  -0.71
53 O -6.307812 -1.060952 -2.345041  -0.58
54 C 1.929628 0.538493 2.287900  0.57
55 C -6.169326 -3.809251 1.506851  -0.74
56 H -5.960112 -3.867955 2.567021  0.43
57 H 4.794318 1.579874 -2.267476  0.29
58 O 3.169730 -1.605580 4.879550  -0.49
59 C -6.745604 -3.643389 -1.207079  -0.46
60 Mo 0.064467 0.118524 -0.167275  0.30
61 C -0.188215 -2.045325 -3.991761  -0.86
62 C -5.755252 -2.701863 0.782259  -0.09
63 C -3.007483 -2.989488 -1.747313  0.33
64 H 0.932577 -3.309580 -1.800158  0.58
65 O 1.426921 -1.310912 6.222743  -0.47
66 H -3.144940 -4.726097 0.477335  0.21
67 N 1.867487 0.713873 -1.716148  0.87
68 H -4.152778 -5.369135 -0.815369  0.19
69 O 2.684758 1.012785 3.106218  -0.69
70 H 4.486769 0.191253 -3.312646  0.23
71 H -2.046217 0.864596 -2.419969  0.58

Forces on atoms 1 to 6 (eV/Å):
0.008 0.002 0.007
0.029 0.036 -0.017
0.036 -0.100 -0.058
0.001 0.002 0.008
0.008 -0.033 -0.023
-0.005 0.003 0.005



We obtain energy relative to the best compared isomer or geometry (same formula, charge and spin) values of 221.0 162.0 391.5 kJ/mol for the records listed above, in that order.